1.
Entry from the Open Molecules 2025 dataset: C14H27BBr27N7O2PS as an isolated structure (the ωB97M-V functional and the def2-TZVPD basis).

As for the orbital gap: 7.862 eV. Its total charge is +1.

Atoms and positions in Å:
N -2.71468 -0.32548 -2.11852
B -1.47243 -0.62230 -1.39335
O -1.01525 0.26318 -0.47936
C -0.58383 -1.94678 -1.55247
C 0.06466 -2.17278 -2.91926
S 0.46262 -0.63924 -3.80967
N -0.73264 -3.22801 -3.60637
C -1.82065 -2.89421 -4.57610
C -1.31861 -2.53406 -6.00260
N -1.53935 -1.09834 -6.18290
N 0.07926 -2.83973 -6.17522
N -2.08435 -3.38400 -6.92725
C -1.32293 -3.87648 -2.55736
N -1.88792 -5.09780 -2.69509
N -1.36101 -3.21738 -1.40842
P -1.15603 -4.05683 0.12689
O -0.39078 -5.28232 -0.10516
H -2.49806 -0.04086 -3.07226
H -3.27615 -1.16772 -2.20501
H -1.35402 1.14771 -0.68636
H 0.23452 -1.86933 -0.83910
H 1.02697 -2.64660 -2.74910
H 1.22739 -0.20877 -2.80223
H -2.47353 -2.11434 -4.19159
H -2.40453 -3.79990 -4.67604
H -1.26108 -0.81376 -7.11430
H -2.52284 -0.88152 -6.08304
H 0.20731 -3.38288 -7.01742
H 0.62414 -1.99392 -6.27415
H -3.05148 -3.44024 -6.62798
H -2.12067 -2.92401 -7.83001
H -1.33341 -5.90651 -2.91220
H -2.85464 -5.23320 -2.46472
H -2.46430 -4.25502 0.56607
H -0.61024 -3.08905 0.96057
C 4.38042 -2.12923 -1.49282
Br 4.23598 -0.24381 -1.78262
Br 3.19287 -2.72043 -0.09321
Br 4.13126 -3.13285 -3.11154
H 5.38690 -2.32660 -1.15094
C -2.56895 0.15334 2.64280
Br -1.34813 -1.02482 3.54385
Br -3.71068 -0.83759 1.45056
Br -3.60169 1.19476 3.87183
H -1.97774 0.83014 2.04180
C 8.52642 0.55130 -0.76930
Br 8.51572 2.43425 -1.11693
Br 7.31991 0.08353 0.65338
Br 8.15921 -0.46723 -2.36067
H 9.52032 0.28400 -0.44460
C -3.15221 4.10611 -0.21145
Br -1.54046 4.52972 0.73940
Br -2.75408 3.11559 -1.81370
Br -4.41145 3.17036 0.89372
H -3.61071 5.03500 -0.51583
C -0.29568 5.86866 4.63337
Br -0.73992 4.00884 4.83251
Br 0.31681 6.62025 6.28564
Br 0.96563 6.14912 3.21123
H -1.20307 6.38598 4.36051
C -4.59601 3.97781 6.24975
Br -6.09824 2.78428 6.32990
Br -5.07911 5.77447 6.71466
Br -3.13655 3.33795 7.31484
H -4.25200 3.99422 5.22458
C 0.92131 -5.24930 4.09437
Br -0.12799 -4.44573 5.49014
Br -0.09468 -5.50299 2.46352
Br 2.47669 -4.21322 3.67055
H 1.24914 -6.21497 4.44998
C -4.56817 3.78371 11.01502
Br -6.07241 2.59187 11.10232
Br -5.05708 5.57900 11.48591
Br -3.09823 3.14716 12.07573
H -4.23628 3.80211 9.98873
C 10.41986 6.23575 -2.78577
Br 11.53571 5.54156 -1.38621
Br 9.75840 4.82880 -3.91435
Br 8.98617 7.30107 -2.08148
H 11.03128 6.88053 -3.39811

Force components x, y, z for each atom (eV/Å):
N 0.4 -0.6 -0.3
B -0.5 0.3 0.1
O 0.8 0.2 -0.5
C -0.6 0.4 -0.2
C 0.9 0.2 -0.2
S -0.5 0.1 -0.2
N -1.1 0.6 1.1
C 0.7 -0.5 -0.7
C -0.3 0.1 -0.3
N 0.1 -0.1 0.2
N 0.1 0.2 -0.4
N -0.1 0.2 0.2
C -0.2 -0.6 -0.3
N -0.4 0.3 -0.2
N 1.1 0.4 0.9
P -0.6 -0.4 -0.6
O 0.1 -0.3 -0.7
H -0.1 0.2 0.0
H -0.2 0.1 -0.1
H -0.4 0.1 0.4
H 0.0 -0.4 0.3
H 0.1 -0.2 0.0
H 0.2 0.0 0.2
H 0.1 0.2 0.2
H 0.0 -0.2 0.1
H 0.1 0.0 -0.1
H -0.1 0.1 0.0
H 0.0 -0.2 0.1
H 0.1 0.1 0.2
H -0.1 -0.1 0.0
H 0.1 -0.1 -0.2
H 0.1 0.1 -0.5
H 0.0 -0.2 0.6
H -0.2 0.2 0.1
H 0.0 0.4 -0.2
C 0.1 0.0 0.0
Br -0.1 0.1 -0.1
Br -0.1 -0.1 0.0
Br -0.1 0.0 0.0
H 0.0 0.0 0.0
C 0.1 0.0 0.0
Br 0.1 -0.1 0.0
Br -0.1 -0.1 -0.1
Br 0.0 -0.1 0.2
H 0.0 0.0 -0.1
C 0.0 0.0 0.0
Br 0.0 0.0 0.0
Br 0.0 -0.1 0.1
Br 0.0 -0.1 -0.1
H 0.0 0.0 0.0
C 0.0 0.1 0.0
Br 0.0 0.0 0.1
Br 0.0 0.0 -0.1
Br 0.0 0.0 0.0
H 0.0 0.0 0.0
C 0.0 0.0 0.0
Br 0.1 0.0 -0.2
Br 0.0 0.0 0.0
Br 0.0 0.0 -0.1
H 0.0 0.0 0.0
C 0.0 0.0 -0.1
Br 0.0 0.0 0.0
Br 0.0 0.0 0.0
Br -0.1 -0.1 0.3
H 0.0 0.0 0.0
C -0.3 0.2 0.0
Br 0.0 0.0 0.0
Br 0.5 -0.5 1.1
Br 0.2 0.1 0.1
H 0.0 -0.1 -0.1
C 0.0 0.0 0.0
Br 0.0 0.0 0.0
Br 0.0 0.0 0.0
Br 0.0 0.0 0.0
H 0.0 0.0 -0.1
C 0.0 0.0 0.0
Br 0.0 0.0 0.0
Br 0.0 0.0 -0.1
Br 0.0 0.0 0.0
H 0.0 0.0 0.0

***

2.
Entry from the Open Molecules 2025 dataset: a 13-piece molecular cluster, C5H34N2O12 overall (the ωB97M-V functional and the def2-TZVPD basis).

As for the orbital gap: 9.055 eV.

Atoms and positions in Å:
C 2.08700 1.19220 -0.38874
C 0.59144 0.99937 -0.38147
C 0.08849 -0.38746 -0.45973
C -1.10140 -0.64526 -1.01539
N -1.74053 -1.86566 -1.22089
C -1.62577 -2.81170 -0.38478
N 2.99081 0.22051 0.21149
H 2.35704 2.16176 0.01580
H 2.52549 1.28352 -1.42369
H 0.28003 1.62811 0.46783
H 0.06152 1.64500 -1.11593
H 0.70424 -1.28086 -0.37125
H -1.89826 0.06635 -1.25083
H -1.02621 -2.66850 0.58598
H -2.32250 -3.65331 -0.32765
H 2.71938 0.00913 1.18650
H 2.99930 -0.63381 -0.32632
H -1.16156 0.50956 -3.52174
H -2.31405 -0.40103 -3.84752
O -2.12841 0.50664 -3.56611
H 3.02706 -0.87961 3.24521
H 3.82036 0.42843 3.31692
O 3.86513 -0.50442 3.54502
H 1.60111 -2.06163 -2.79886
H 0.28316 -1.52224 -2.78336
O 1.03944 -1.54787 -3.39633
H 2.59911 -4.27933 -1.04079
H 3.50575 -3.90172 -2.02142
O 2.56647 -3.72838 -1.84090
H 1.20048 -1.39705 3.29367
H 0.66038 -0.91887 1.91769
O 1.07736 -1.64613 2.37755
H -2.88699 1.39720 -2.32703
H -4.12135 2.18577 -1.87336
O -3.18413 2.06487 -1.66838
H -0.14835 1.01368 2.73117
H 1.17211 1.49169 3.44567
O 0.82633 0.97620 2.71678
H -2.01667 2.61217 2.32629
H -2.39776 1.93958 3.56846
O -1.60692 2.35091 3.19326
H 3.43705 3.43606 1.90174
H 2.13679 4.04726 2.50343
O 2.53045 3.67718 1.69903
H -0.35305 -3.33888 -4.24290
H -0.69154 -2.06273 -4.80345
O -1.08730 -2.71302 -4.20819
H -2.43718 2.62522 -0.13814
H -1.30126 3.42326 0.51762
O -2.18516 3.07344 0.69744
H -2.90018 -0.28593 2.08026
H -3.61774 -0.71206 3.39252
O -3.12824 -0.00222 2.97087

Force components x, y, z for each atom (eV/Å):
C 2.3 0.6 -2.2
C -0.4 1.9 0.5
C -0.9 -0.5 -1.4
C -1.2 0.3 0.9
N -0.1 -1.7 -0.1
C 0.1 1.0 2.3
N -0.7 -0.1 1.2
H -0.4 0.1 0.3
H -0.9 -0.2 0.5
H -0.2 -1.2 0.7
H 0.7 -0.6 -0.4
H 0.4 0.4 0.5
H 1.0 0.5 0.2
H -0.5 -0.2 -1.3
H 0.5 -0.1 -0.9
H 0.2 0.0 -0.9
H 0.0 -0.2 0.2
H -0.1 0.2 0.1
H -0.2 0.0 0.2
O 0.4 -0.4 -0.6
H 0.2 0.1 -0.2
H 0.0 0.0 -0.1
O -0.1 -0.1 0.2
H 0.7 -0.1 -0.4
H -0.2 0.3 -0.7
O 0.2 0.0 1.2
H -1.2 0.3 0.2
H -0.1 0.7 -0.9
O 1.2 -0.9 0.8
H -0.5 0.4 0.0
H 0.1 0.5 0.3
O 0.4 -1.4 -0.3
H 0.0 0.4 0.1
H 0.2 0.1 0.2
O -0.4 -0.3 -0.3
H 0.2 0.8 0.5
H -0.4 0.2 0.1
O 0.1 -0.4 -0.3
H 0.8 0.0 0.3
H 0.4 -0.3 0.4
O -1.0 0.1 -0.5
H 0.1 0.1 0.2
H 0.3 -0.1 -0.3
O -0.4 0.2 0.2
H -0.2 -0.3 0.5
H -0.3 0.2 0.1
O -0.1 -0.2 -0.9
H -0.2 0.1 0.2
H -0.2 0.0 0.1
O 0.3 0.1 -0.6
H -0.1 -0.1 0.0
H 0.0 -0.2 -0.2
O 0.0 0.1 0.1

***

3.
Entry from the Open Molecules 2025 dataset: C3H6N2O in the gas phase (the ωB97M-V functional and the def2-TZVPD basis).

As for the orbital gap: 10.589 eV. The SMILES is [H]/N=C/CNC=O.

Atoms and positions in Å:
H 2.10524 -1.55508 1.33406
N 1.45988 -1.11073 0.68167
C 0.91906 -0.08674 1.19464
C -0.06921 0.73480 0.40211
N -0.20949 0.24266 -0.94295
C -1.39383 -0.16349 -1.48181
O -1.50168 -0.79643 -2.50925
H 1.13768 0.28760 2.20384
H -1.04301 0.70688 0.91024
H 0.25675 1.78588 0.42365
H 0.60740 -0.21778 -1.32762
H -2.26879 0.17244 -0.88859

Force components x, y, z for each atom (eV/Å):
H 0.0 0.0 -0.1
N 0.0 0.3 0.3
C 0.0 -0.1 -0.1
C -0.1 0.0 0.1
N 0.0 -0.2 -0.1
C 0.0 0.0 -0.1
O 0.0 0.2 0.3
H 0.0 -0.1 -0.1
H 0.1 0.0 -0.1
H 0.0 -0.2 0.0
H -0.1 0.1 0.0
H 0.1 -0.1 -0.1

***

4.
Entry from the Open Molecules 2025 dataset: C13H14F2N3O4STl as an isolated structure (the ωB97M-V functional and the def2-TZVPD basis).

As for the orbital gap: 8.836 eV.

Atoms and positions in Å:
Tl -0.04102 0.10206 0.33881
F -4.67122 1.20664 3.03259
C -3.91188 1.49529 1.97036
C -2.73292 0.80184 1.75084
C -1.96424 1.12134 0.64947
C -2.32623 2.13363 -0.25137
C -3.53771 2.78572 0.01244
F -4.01321 3.75352 -0.79547
C -4.33257 2.48371 1.10097
C -1.43500 2.47843 -1.38091
C -1.72005 3.46803 -2.32957
C -0.81727 3.71613 -3.34959
C 0.35361 2.97744 -3.42116
C 0.56253 2.01577 -2.44711
N -0.29940 1.77882 -1.47799
H -2.38415 0.06556 2.45853
H -5.24856 3.02892 1.26344
H -2.62206 4.04903 -2.29287
H -1.03561 4.48001 -4.08143
H 1.07851 3.14382 -4.20046
H 1.45286 1.40416 -2.43547
N 1.77820 -0.91166 -1.01554
C 1.42499 -1.86352 -2.05463
C 0.20265 -2.65697 -1.59129
N -0.88352 -1.73794 -1.25659
H 2.56927 -0.32618 -1.25687
H 1.99633 -1.39284 -0.13613
H 2.23498 -2.57038 -2.27647
H 1.17799 -1.31210 -2.96832
H 0.45779 -3.19764 -0.67860
H -0.08782 -3.36791 -2.37508
H -1.64085 -2.22491 -0.79075
H -1.23913 -1.27739 -2.08896
O 0.01352 0.14754 2.82120
S 1.30928 -0.41176 2.39064
O 2.25039 -0.73468 3.41126
O 0.94203 -1.61066 1.51111
O 1.85362 0.58812 1.36057

Force components x, y, z for each atom (eV/Å):
Tl -1.9 0.8 -1.7
F 0.0 0.0 0.0
C 0.2 0.0 -0.4
C 0.0 0.0 0.1
C 0.3 0.0 -0.3
C -0.3 -0.1 0.3
C 0.1 -0.4 0.3
F 0.0 0.1 -0.1
C 0.0 0.0 0.0
C -0.1 0.2 -0.4
C 0.2 0.0 -0.1
C 0.1 -0.2 0.2
C 0.0 0.0 0.1
C 0.1 0.2 -0.4
N -0.1 0.0 0.1
H -0.1 -0.1 0.1
H -0.1 0.0 0.0
H -0.1 0.0 0.1
H 0.0 0.0 0.0
H 0.1 0.0 -0.1
H 0.1 0.0 -0.1
N 0.2 0.1 0.2
C -0.2 -0.2 0.0
C 0.2 0.0 -0.2
N -0.1 0.1 0.1
H 0.0 0.0 0.1
H 0.1 0.1 -0.2
H -0.1 0.1 -0.1
H 0.1 -0.1 0.0
H 0.0 -0.1 -0.1
H 0.1 0.0 0.2
H -0.1 0.1 -0.1
H -0.1 -0.1 0.1
O 0.2 -0.1 0.6
S 0.6 -0.3 1.3
O 0.2 0.0 0.1
O 0.1 -0.2 0.0
O 0.3 0.0 0.2